1.
{
  "formula": "C14H17N3",
  "method": "wB97M-V/def2-TZVPD",
  "elements": ["C", "C", "C", "N", "C", "C", "C", "C", "C", "C", "H", "H", "H", "H", "H", "H", "H", "H", "H", "C", "C", "C", "C", "N", "C", "N", "H", "H", "H", "H", "H", "H", "H", "H"],
  "xyz": [[3.65721, 1.03879, -0.96202], [2.84704, 1.99193, -0.13974], [2.68182, 3.32788, -0.19567], [1.97164, 3.79509, 0.92227], [1.80973, 2.71974, 1.77110], [1.13155, 2.72374, 2.97956], [0.99286, 1.49448, 3.62123], [1.60256, 0.35410, 3.09071], [2.24696, 0.38705, 1.87275], [2.32352, 1.58215, 1.14619], [3.01228, 0.39057, -1.56039], [4.24519, 0.37282, -0.33682], [4.26441, 1.55204, -1.69236], [2.71603, 4.07016, -0.98016], [2.25269, 4.68986, 1.29622], [0.64744, 3.62674, 3.31913], [0.51228, 1.55144, 4.58964], [1.41525, -0.60120, 3.53686], [2.69695, -0.50728, 1.45246], [-3.36254, -2.02652, -3.72112], [-4.03702, -2.12205, -2.35178], [-3.04989, -2.25859, -1.24298], [-2.95509, -3.19722, -0.26916], [-1.88416, -2.83910, 0.51549], [-1.31928, -1.76640, -0.07668], [-1.99761, -1.37000, -1.11524], [-3.98644, -1.50258, -4.45094], [-3.09868, -2.96364, -4.20497], [-2.45840, -1.41617, -3.70273], [-4.74169, -1.31462, -2.19710], [-4.54820, -3.07499, -2.37553], [-3.55955, -4.07456, -0.12061], [-1.55722, -3.41087, 1.27479], [-0.47160, -1.22277, 0.30761]],
  "e_homo_ha": -0.2953,
  "smiles": "Cc1c[nH]c2ccccc12.CCc1c[nH]cn1",
  "homo_lumo_gap_ev": 8.845,
  "lumo_energy_ev": 0.81
}

=====

2.
{
  "formula": "C14H17N3",
  "method": "wB97M-V/def2-TZVPD",
  "elements": ["C", "C", "C", "N", "C", "C", "C", "C", "C", "C", "H", "H", "H", "H", "H", "H", "H", "H", "H", "C", "C", "C", "C", "N", "C", "N", "H", "H", "H", "H", "H", "H", "H", "H"],
  "xyz": [[-2.98711, 1.36394, -1.31407], [-1.51836, 1.36694, -0.95413], [-0.94847, 2.11604, 0.05927], [0.39359, 1.92616, 0.01448], [0.77799, 1.18154, -1.07444], [2.04084, 0.79601, -1.49788], [2.07281, 0.13397, -2.70198], [0.90297, -0.19870, -3.41921], [-0.35349, 0.05040, -2.88156], [-0.44773, 0.81272, -1.69939], [-2.93946, 1.88240, -2.28512], [-3.43039, 2.10455, -0.65395], [-3.56834, 0.45316, -1.45842], [-1.45380, 2.76811, 0.74457], [1.02270, 2.29598, 0.70734], [2.92416, 1.15961, -0.98034], [3.05061, -0.07418, -3.11163], [0.98303, -0.80057, -4.31391], [-1.32367, -0.24966, -3.26697], [-1.44211, -1.66217, 3.18755], [-0.70191, -0.47946, 2.48987], [0.59309, -0.90907, 1.89052], [0.74068, -1.37277, 0.60062], [2.07357, -1.74423, 0.50681], [2.62199, -1.50456, 1.77111], [1.75742, -0.96103, 2.57561], [-1.64038, -2.57940, 2.65828], [-2.37102, -1.19471, 3.57974], [-1.07237, -1.91136, 4.19646], [-1.37266, -0.16446, 1.68807], [-0.61747, 0.25328, 3.29276], [-0.12897, -1.52712, -0.01375], [2.70576, -1.57696, -0.26812], [3.65650, -1.75439, 1.93183]],
  "e_homo_ha": -0.2863,
  "smiles": "Cc1c[nH]c2ccccc12.CCc1c[nH]cn1",
  "homo_lumo_gap_ev": 8.638,
  "lumo_energy_ev": 0.85
}

=====

Referenced to the most stable arrangement, the calculated values in kcal/mol are 1 0.0; 2 9.5.